Computed, not measured: a cluster of 12 separate species, C75H174ClN10O13 in total in a non-equilibrium geometry, with ωB97M-V/def2-TZVPD.

Element x y z (Å)
1 C -7.15857 5.91606 1.97953
2 O -8.11196 6.07030 1.02865
3 C -8.22879 5.25022 -0.22784
4 C -9.50791 5.68129 -0.92341
5 N -10.80443 5.74608 -0.00195
6 H -11.32412 4.88052 -0.03286
7 H -10.45136 5.85738 0.99127
8 C -11.84243 6.81486 -0.41759
9 C -12.92497 6.97153 0.65016
10 O -12.10713 7.56540 1.89600
11 C -12.33813 8.46469 2.74913
12 H -6.80171 4.91349 2.18108
13 H -7.32759 6.43201 2.90346
14 H -6.14633 6.22579 1.61508
15 H -8.22048 4.21731 0.06511
16 H -7.36808 5.58581 -0.77951
17 H -9.64269 4.91440 -1.70116
18 H -9.46191 6.61970 -1.49936
19 H -12.40120 6.35896 -1.26888
20 H -11.36129 7.65745 -0.80864
21 H -13.31595 6.10440 1.11074
22 H -13.70392 7.66857 0.34519
23 H -11.52574 8.65544 3.46261
24 H -13.36425 8.32451 3.92195
25 H -13.21605 9.08694 2.58666
26 C 2.42519 10.40629 3.25876
27 O 3.59434 10.30222 4.07588
28 C 4.05720 11.59070 4.37915
29 C 4.63457 11.64340 5.77958
30 N 5.54136 10.48065 5.82896
31 H 5.00272 9.65570 5.58714
32 H 6.22057 10.51916 5.03798
33 C 6.20372 10.27625 7.13440
34 C 6.86660 8.90083 7.24374
35 O 5.99560 8.06275 6.56637
36 C 5.91122 6.67919 7.00085
37 H 2.35902 9.45154 2.68627
38 H 2.51738 11.25829 2.56931
39 H 1.54237 10.62631 3.87349
40 H 3.20533 12.27662 4.28118
41 H 4.72685 11.85300 3.58184
42 H 3.79756 11.67937 6.50854
43 H 5.31545 12.49669 5.82479
44 H 5.42857 10.29721 7.85058
45 H 6.93723 11.08090 7.27901
46 H 6.84735 8.71097 8.34031
47 H 7.90228 8.85052 6.86059
48 H 6.66765 6.08928 6.49640
49 H 4.87123 6.45576 6.73267
50 H 5.93271 6.60853 8.07994
51 C -4.82893 5.08796 9.67083
52 O -3.88470 4.23893 10.29191
53 C -3.11839 4.89768 11.22454
54 C -2.17295 3.81427 11.62847
55 N -2.75312 2.79575 12.57763
56 H -2.04856 2.27182 13.09831
57 H -3.28637 3.29216 13.28683
58 C -3.72682 1.74747 11.96224
59 C -3.12783 0.40810 11.63150
60 O -2.38187 0.53814 10.38636
61 C -1.84944 -0.65072 9.88201
62 H -4.48981 5.20274 8.65226
63 H -4.97898 6.04747 10.16550
64 H -5.79949 4.57718 9.68582
65 H -3.72806 5.30335 12.12041
66 H -2.54887 5.73508 10.79889
67 H -1.22453 4.18808 12.01821
68 H -1.89685 3.20700 10.74503
69 H -4.21285 2.14297 11.07695
70 H -4.41450 1.52936 12.73203
71 H -3.98769 -0.27349 11.54509
72 H -2.41986 0.04764 12.43628
73 H -2.65973 -1.35708 9.60493
74 H -1.22663 -1.20213 10.60980
75 H -1.28242 -0.35634 8.99377
76 C -6.78664 -2.41385 3.47970
77 O -7.11926 -3.59626 4.05014
78 C -7.65663 -3.39313 5.29034
79 C -8.19210 -4.72339 5.85465
80 N -9.21465 -5.30674 4.90745
81 H -9.74576 -4.57141 4.47340
82 H -8.72971 -5.78666 4.09793
83 C -10.08304 -6.34187 5.50331
84 C -10.70863 -7.05032 4.29168
85 O -9.61161 -7.12540 3.31184
86 C -9.94378 -7.73609 2.02294
87 H -7.58350 -1.62852 3.49494
88 H -6.41428 -2.64820 2.47647
89 H -5.95396 -1.91629 3.99238
90 H -8.39431 -2.59431 5.30543
91 H -6.92634 -3.07262 6.03445
92 H -8.64353 -4.65444 6.81721
93 H -7.37593 -5.43775 5.89824
94 H -10.76956 -5.90366 6.24954
95 H -9.47679 -7.08487 5.97507
96 H -11.51300 -6.53880 3.80917
97 H -10.95959 -8.05186 4.50597
98 H -10.07172 -6.90546 1.28724
99 H -10.80382 -8.36409 2.01451
100 H -9.04790 -8.27179 1.73866
101 C -1.42987 0.53864 -10.14312
102 O -0.65661 -0.11207 -11.14020
103 C -1.31566 -1.21761 -11.68505
104 C -0.35204 -1.63318 -12.86840
105 N -0.81264 -2.88087 -13.55670
106 H -1.43595 -2.56877 -14.29961
107 H 0.01926 -3.19372 -14.08605
108 C -1.47478 -3.88835 -12.61412
109 C -1.79981 -5.28357 -13.17365
110 O -3.00173 -5.65189 -12.63063
111 C -3.86960 -6.54766 -13.45679
112 H -0.83257 1.28450 -9.60878
113 H -1.67329 -0.10402 -9.33254
114 H -2.30445 1.00935 -10.51875
115 H -2.31940 -0.96253 -12.18071
116 H -1.38149 -2.06325 -10.98208
117 H 0.59888 -1.87329 -12.39826
118 H -0.17621 -0.86354 -13.61392
119 H -2.39114 -3.43122 -12.22830
120 H -0.81631 -3.92154 -11.73201
121 H -0.97140 -5.92255 -12.79299
122 H -1.76062 -5.18004 -14.27451
123 H -3.34735 -6.81761 -14.37979
124 H -4.76989 -5.90756 -13.62319
125 H -4.05662 -7.46237 -12.88429
126 C 2.88181 1.25772 -1.61264
127 C 3.02557 1.47195 -0.11039
128 C 1.75835 2.33792 0.43857
129 C 1.61449 2.20163 1.90222
130 C 1.48359 0.74746 2.41197
131 C 2.80531 -0.07766 2.07531
132 N 3.06733 0.08476 0.50380
133 O 3.46954 -0.72030 -0.05957
134 C 2.48401 -1.60133 2.23356
135 C 4.05122 0.43870 2.75068
136 C 4.34454 2.18098 0.11700
137 H 1.90154 0.80974 -1.90725
138 H 3.61877 0.50532 -1.92046
139 H 3.11532 2.19332 -2.14434
140 H 0.86190 2.02159 -0.16651
141 H 2.03886 3.34332 0.10659
142 H 0.64805 2.64674 2.12190
143 H 2.43453 2.67716 2.48280
144 H 0.68523 0.20503 1.95053
145 H 1.28933 0.72947 3.53041
146 H 3.35546 -2.27009 2.13990
147 H 1.56200 -1.80002 1.69879
148 H 2.16251 -1.80332 3.30451
149 H 3.89426 1.48946 2.84792
150 H 5.00483 0.16840 2.31980
151 H 4.04784 0.08275 3.78969
152 H 4.37066 2.92558 -0.67254
153 H 5.22738 1.58003 0.22060
154 H 4.41875 2.76405 1.04977
155 C 9.77210 -4.05949 1.88583
156 C 9.37971 -3.39423 3.29043
157 C 8.66093 -4.48550 4.04490
158 C 8.50298 -4.15256 5.54241
159 C 9.89810 -4.04000 6.16356
160 C 10.73650 -2.91832 5.54476
161 N 10.63423 -3.12492 4.06362
162 O 11.65711 -2.99709 3.40031
163 C 12.16807 -3.13560 6.03672
164 C 10.18655 -1.50334 5.95545
165 C 8.58679 -2.03322 3.19829
166 H 10.09449 -3.30160 1.19819
167 H 8.91011 -4.54125 1.41616
168 H 10.62837 -4.74806 1.90261
169 H 9.29685 -5.36153 4.10074
170 H 7.80310 -4.77854 3.42561
171 H 8.04293 -4.99879 6.06179
172 H 7.88245 -3.29857 5.70378
173 H 10.39242 -5.00532 6.04013
174 H 9.77869 -3.81658 7.19295
175 H 12.92208 -2.38357 5.68148
176 H 12.46799 -4.19984 5.78425
177 H 12.16545 -2.98758 7.11739
178 H 10.51369 -0.69126 5.28396
179 H 10.66642 -1.24454 6.94659
180 H 9.11451 -1.22084 6.04076
181 H 8.98063 -1.25573 2.61171
182 H 8.29490 -1.50019 4.12555
183 H 7.66309 -2.31221 2.73128
184 C -7.41349 -2.56234 -2.79363
185 C -6.28095 -3.17438 -3.68509
186 C -4.91627 -2.46225 -3.48243
187 C -4.17167 -2.89710 -2.24632
188 C -3.81259 -4.37555 -2.46801
189 C -5.07700 -5.28252 -2.55316
190 N -6.12606 -4.73563 -3.43480
191 O -7.01911 -5.35780 -3.80894
192 C -5.77731 -5.31349 -1.18823
193 C -4.70647 -6.63977 -3.02636
194 C -6.70921 -3.03792 -5.17988
195 H -8.37647 -3.19239 -2.89359
196 H -7.61715 -1.58822 -3.22804
197 H -7.13651 -2.40809 -1.71404
198 H -5.16724 -1.38382 -3.47764
199 H -4.30697 -2.62641 -4.40766
200 H -4.67233 -2.68194 -1.31674
201 H -3.13518 -2.47933 -2.22755
202 H -3.32310 -4.87000 -1.61525
203 H -3.11602 -4.36182 -3.28077
204 H -6.35822 -4.38990 -0.96082
205 H -5.04439 -5.34329 -0.37633
206 H -6.50816 -6.18798 -1.13767
207 H -5.64483 -7.23640 -3.17565
208 H -4.10165 -7.09317 -2.24317
209 H -4.28977 -6.57517 -4.01488
210 H -6.01488 -3.59972 -5.80792
211 H -6.49699 -1.98196 -5.39002
212 H -7.72979 -3.35535 -5.35755
213 C 2.98291 3.48295 -7.22040
214 C 3.08269 4.90481 -7.76429
215 C 4.47213 5.39685 -8.34072
216 C 4.51293 4.83658 -9.79360
217 N 5.76509 5.14544 -10.62255
218 C 5.66319 4.44597 -11.94490
219 C 6.37342 3.03727 -11.62767
220 C 6.89628 3.00596 -10.17893
221 C 6.97445 4.54106 -9.93806
222 C 6.01074 6.63323 -10.67907
223 H 1.99304 3.10583 -7.39034
224 H 3.24296 3.37474 -6.12823
225 H 3.57931 2.77017 -7.75267
226 H 2.74855 5.60441 -7.02450
227 H 2.30606 5.01468 -8.53337
228 H 5.22198 4.89234 -7.70821
229 H 4.63760 6.46245 -8.30973
230 H 3.72160 5.30867 -10.34186
231 H 4.31793 3.79192 -9.77014
232 H 6.30516 4.90620 -12.66296
233 H 4.65363 4.38220 -12.36619
234 H 7.20832 2.91360 -12.33239
235 H 5.68051 2.18824 -11.79530
236 H 7.87177 2.54103 -10.23233
237 H 6.32188 2.48049 -9.41483
238 H 7.83418 4.95048 -10.49296
239 H 6.94208 4.94343 -8.89860
240 H 6.83544 6.87531 -11.33996
241 H 6.09994 7.07894 -9.69971
242 H 5.12311 6.92595 -11.25193
243 C 4.89163 -8.73983 2.77958
244 C 4.96939 -8.79922 1.27482
245 C 3.83520 -8.00265 0.59622
246 C 4.13357 -7.85056 -0.85335
247 N 3.07108 -6.98778 -1.57880
248 C 3.54767 -6.82644 -2.98276
249 C 4.62117 -5.74789 -2.98864
250 C 4.32404 -4.91206 -1.68677
251 C 3.03063 -5.53800 -1.12000
252 C 1.69538 -7.58384 -1.48528
253 H 4.97643 -7.68825 3.06788
254 H 5.59408 -9.34913 3.31721
255 H 3.86314 -9.06525 3.06611
256 H 4.91614 -9.81442 0.88012
257 H 5.91012 -8.36828 0.93137
258 H 3.85654 -7.01599 1.09361
259 H 2.82875 -8.42046 0.74137
260 H 4.17904 -8.81783 -1.39726
261 H 5.05911 -7.34144 -1.06141
262 H 2.67879 -6.56481 -3.58085
263 H 4.04524 -7.74455 -3.34365
264 H 4.46380 -5.06532 -3.86757
265 H 5.55159 -6.25584 -3.09328
266 H 4.12248 -3.86374 -1.95832
267 H 5.16572 -4.92249 -0.99861
268 H 2.12288 -5.19341 -1.61451
269 H 2.85250 -5.40704 -0.04781
270 H 1.07768 -7.19109 -2.31112
271 H 1.28992 -7.42661 -0.51654
272 H 1.82803 -8.67902 -1.76463
273 Cl 0.00443 -2.36060 -1.52922

Net charge: +9
2S+1: 1
HOMO, eV: -17.40
Max |F|, eV/Å: 15.08

Here are the Löwdin charges for atoms 1 to 99, given in e:
1. C -0.159
2. O -0.204
3. C -0.110
4. C -0.050
5. N 0.093
6. H 0.163
7. H 0.183
8. C -0.070
9. C 0.010
10. O -0.198
11. C -0.254
12. H 0.076
13. H 0.094
14. H 0.098
15. H 0.120
16. H 0.132
17. H 0.135
18. H 0.141
19. H 0.155
20. H 0.119
21. H 0.117
22. H 0.144
23. H 0.078
24. H 0.150
25. H 0.040
26. C -0.076
27. O -0.208
28. C -0.228
29. C -0.072
30. N 0.031
31. H 0.145
32. H 0.213
33. C -0.081
34. C -0.204
35. O -0.224
36. C -0.035
37. H 0.103
38. H 0.097
39. H 0.100
40. H 0.136
41. H 0.135
42. H 0.167
43. H 0.153
44. H 0.127
45. H 0.158
46. H 0.145
47. H 0.144
48. H 0.091
49. H 0.093
50. H 0.090
51. C -0.065
52. O -0.213
53. C -0.239
54. C -0.101
55. N 0.108
56. H 0.181
57. H 0.175
58. C -0.066
59. C -0.174
60. O -0.209
61. C -0.121
62. H 0.089
63. H 0.101
64. H 0.100
65. H 0.172
66. H 0.144
67. H 0.142
68. H 0.142
69. H 0.130
70. H 0.125
71. H 0.143
72. H 0.153
73. H 0.095
74. H 0.099
75. H 0.090
76. C -0.142
77. O -0.153
78. C -0.239
79. C -0.049
80. N 0.032
81. H 0.176
82. H 0.172
83. C -0.072
84. C -0.117
85. O -0.256
86. C -0.029
87. H 0.110
88. H 0.094
89. H 0.096
90. H 0.132
91. H 0.138
92. H 0.131
93. H 0.146
94. H 0.161
95. H 0.137
96. H 0.128
97. H 0.127
98. H 0.098
99. H 0.089